No. 1
{"formula": "C27H31Br2N4O7S2W", "method": "ωB97M-V with the def2-TZVPD basis set", "lumo_energy_ev": [-9.450, -11.498], "gap_ha": [0.2384, 0.1633], "relative_energy_kcal_mol": 56.61, "e_tot_ha": -7803.8157, "s2": 2.012, "total_charge": 3, "spin_multiplicity": 3, "species": ["W", "O", "C", "O", "C", "O", "C", "C", "O", "O", "H", "H", "H", "H", "H", "Br", "C", "C", "C", "N", "C", "C", "C", "C", "C", "Br", "C", "C", "N", "H", "H", "H", "H", "H", "H", "C", "C", "C", "N", "C", "S", "N", "C", "O", "C", "C", "C", "C", "C", "C", "H", "H", "H", "H", "H", "H", "H", "H", "H", "H", "H", "H", "H", "H", "C", "S", "C", "O", "H", "H", "H", "H", "H", "H"], "coordinates": [[0.959512, -0.963171, -1.034455], [3.562379, -1.363450, -3.594529], [2.340649, -1.255616, -3.050863], [2.103629, -0.071770, -2.271353], [1.264307, -1.278660, -4.125956], [0.038407, -1.152502, -3.384059], [-0.837663, -2.284364, -3.420285], [-0.536520, -3.104916, -2.184882], [-0.340867, -4.278053, -2.135426], [-0.453073, -2.283784, -1.087079], [4.266032, -1.236304, -2.945898], [1.300315, -2.207109, -4.691490], [1.363441, -0.422718, -4.788801], [-0.701880, -2.870864, -4.324986], [-1.860001, -1.908490, -3.376288], [-1.582889, -1.773258, 5.225199], [-0.920811, -1.487655, 3.521530], [-1.774747, -1.176443, 2.468147], [-1.237373, -0.951435, 1.223682], [0.086509, -0.992595, 0.987280], [0.910638, -1.339945, 2.000651], [0.447235, -1.584298, 3.274620], [2.335384, -1.341834, 1.624418], [3.356647, -1.724806, 2.466070], [4.673637, -1.548363, 2.047334], [6.079331, -2.092654, 3.125443], [4.910622, -0.932213, 0.820794], [3.841297, -0.615477, 0.016536], [2.563887, -0.859080, 0.379145], [-2.842963, -1.110682, 2.616495], [-1.873747, -0.735058, 0.377062], [1.124974, -1.825838, 4.079737], [3.145632, -2.134694, 3.442580], [5.914912, -0.696756, 0.497660], [3.975863, -0.118943, -0.933260], [-4.931219, 3.516681, -1.321552], [-4.239279, 3.699630, 0.024691], [-3.528207, 2.440684, 0.498660], [-2.390230, 2.081814, -0.378529], [-1.124747, 1.881884, -0.102083], [-0.120230, 1.265548, -1.417139], [-0.553217, 2.115682, 1.077585], [-0.971535, 2.877475, 2.271100], [-0.862444, 2.299292, 3.313857], [-1.384653, 4.265933, 2.055818], [-2.104034, 4.891701, 3.077452], [-2.483068, 6.213475, 2.933093], [-2.123272, 6.916707, 1.788336], [-1.387606, 6.303330, 0.780986], [-1.022582, 4.974275, 0.907615], [-5.543976, 4.384025, -1.558720], [-5.588746, 2.645099, -1.317613], [-4.218343, 3.409018, -2.143889], [-4.969267, 3.960843, 0.792608], [-3.522654, 4.521198, -0.019365], [-4.208274, 1.586007, 0.453722], [-3.177678, 2.532217, 1.521412], [-2.635570, 1.927515, -1.348648], [0.373894, 1.729483, 1.181701], [-2.356579, 4.334378, 3.969914], [-3.047500, 6.702507, 3.714883], [-2.408366, 7.955386, 1.686072], [-1.094688, 6.865320, -0.095165], [-0.424615, 4.511793, 0.131841], [3.586666, -6.429241, -0.415314], [2.162125, -5.615104, -1.086841], [1.807530, -6.610036, -2.509157], [2.027407, -2.240723, -2.074642], [3.323324, -7.463320, -0.175770], [3.904024, -5.900632, 0.479385], [4.382719, -6.437196, -1.165472], [1.890075, -7.665030, -2.243794], [2.551897, -6.372212, -3.277215], [0.810212, -6.351610, -2.854600]], "atomic_forces_ev_per_a": [[-1.46, 0.58, -0.59], [0.03, 0.10, -0.09], [-0.02, -0.05, 0.08], [0.45, -0.14, -0.26], [-0.04, 0.04, -0.06], [0.13, -0.03, 0.21], [-0.02, 0.05, -0.04], [-0.02, 0.11, -0.20], [-0.11, 0.06, 0.20], [0.37, -0.29, 0.01], [-0.02, -0.04, -0.01], [0.01, 0.00, 0.00], [0.00, 0.00, 0.00], [0.00, 0.00, 0.00], [-0.01, -0.02, -0.01], [-0.03, -0.01, 0.06], [0.11, 0.00, -0.02], [-0.02, 0.05, -0.04], [0.03, 0.01, 0.03], [0.04, -0.40, 0.09], [0.05, 0.19, -0.06], [-0.09, 0.02, 0.02], [-0.17, 0.12, 0.11], [0.08, 0.10, -0.06], [-0.06, 0.01, 0.00], [0.04, 0.02, 0.03], [0.00, 0.04, -0.01], [-0.01, 0.00, 0.04], [0.14, 0.04, 0.16], [0.00, -0.01, 0.01], [0.00, 0.00, -0.02], [-0.01, 0.00, 0.00], [0.01, 0.00, 0.00], [0.00, -0.03, 0.00], [0.00, -0.06, -0.01], [0.01, 0.00, -0.02], [0.01, 0.01, 0.00], [0.04, -0.04, -0.03], [-0.01, 0.06, -0.04], [0.03, 0.02, 0.26], [0.19, -0.31, 0.22], [0.09, 0.06, -0.12], [-0.04, -0.08, 0.09], [-0.02, 0.00, -0.02], [0.05, 0.00, 0.00], [-0.02, 0.01, -0.02], [0.00, -0.02, 0.01], [0.00, 0.01, -0.01], [-0.01, 0.00, 0.01], [0.01, 0.02, 0.00], [0.02, 0.01, 0.00], [-0.01, 0.01, 0.01], [0.00, -0.01, 0.00], [-0.03, -0.03, -0.01], [-0.01, 0.02, 0.04], [-0.03, 0.02, 0.02], [0.01, 0.00, -0.02], [-0.01, -0.03, 0.01], [0.02, 0.02, -0.02], [0.00, 0.00, 0.00], [0.00, 0.00, 0.00], [-0.01, 0.00, 0.00], [0.01, 0.00, 0.00], [-0.01, -0.02, 0.00], [0.02, -0.03, -0.02], [0.03, -0.14, -0.03], [-0.04, 0.02, 0.02], [0.33, 0.02, 0.13], [0.00, 0.00, 0.00], [-0.01, 0.01, -0.01], [0.00, -0.01, 0.00], [-0.01, 0.00, -0.01], [0.00, -0.02, 0.00], [0.00, 0.02, -0.01]]}


No. 2
{"formula": "C27H31FeIN6O5", "method": "ωB97M-V with the def2-TZVPD basis set", "lumo_energy_ev": [-5.052, -5.042], "gap_ha": [0.2059, 0.2064], "e_tot_ha": -3313.3085, "s2": 0.798, "total_charge": 1, "spin_multiplicity": 2, "species": ["Fe", "C", "C", "N", "C", "C", "C", "O", "C", "C", "N", "C", "C", "C", "C", "C", "C", "I", "C", "O", "H", "H", "H", "H", "H", "H", "H", "H", "H", "H", "H", "H", "C", "O", "C", "C", "C", "C", "C", "C", "O", "C", "O", "C", "H", "H", "H", "H", "H", "H", "H", "H", "H", "N", "N", "H", "H", "H", "H", "C", "N", "C", "C", "N", "C", "H", "H", "H", "H", "H", "H"], "coordinates": [[0.000336, 0.755716, -0.045325], [3.017529, 1.968111, -2.662369], [2.806953, 0.487649, -2.696398], [3.747012, -0.303215, -3.144483], [3.586747, -1.654457, -3.122780], [2.471996, -2.261379, -2.630384], [2.398678, -3.767953, -2.565770], [1.943707, -4.262243, -1.298007], [1.416731, -1.437703, -2.144897], [0.236480, -2.054603, -1.682401], [-0.735033, -1.559474, -0.930905], [-1.715732, -2.442544, -0.672385], [-1.463414, -3.834212, -0.560475], [-2.498873, -4.714232, -0.486927], [-3.871576, -4.285767, -0.575352], [-4.157795, -2.984490, -0.594173], [-3.108100, -1.942262, -0.449630], [-2.074452, 1.994126, -0.617670], [1.561624, -0.034993, -2.197620], [0.633675, 0.780567, -1.843866], [4.006786, 2.207214, -3.042746], [2.256246, 2.477211, -3.256867], [2.919412, 2.330095, -1.634634], [4.416076, -2.238601, -3.511238], [1.684093, -4.138695, -3.304449], [3.373107, -4.182665, -2.820768], [2.667033, -4.226531, -0.664979], [0.105176, -3.067570, -2.055225], [-0.438670, -4.190132, -0.563027], [-2.284562, -5.774508, -0.395920], [-4.657787, -5.028091, -0.619159], [-5.182062, -2.629007, -0.641842], [7.336941, -0.377648, 1.950461], [6.085790, -0.738685, 1.367191], [5.082366, 0.147441, 1.416253], [5.195194, 1.429180, 1.982813], [4.092093, 2.239400, 2.006248], [2.847006, 1.852993, 1.473218], [1.694216, 2.715380, 1.506808], [1.760401, 4.125767, 2.012353], [0.561202, 2.362071, 1.114421], [2.753949, 0.563334, 0.880797], [1.668994, 0.096454, 0.321787], [3.878304, -0.259692, 0.869508], [7.980504, -1.240965, 1.829011], [7.225370, -0.153577, 3.011879], [7.779155, 0.477732, 1.438420], [6.131312, 1.787791, 2.386983], [4.194924, 3.210681, 2.468966], [2.730539, 4.437057, 2.379728], [1.013572, 4.251064, 2.798104], [1.460994, 4.781878, 1.192955], [3.796748, -1.241585, 0.416866], [-3.652989, -2.151265, 2.001365], [-3.216914, -1.345923, 0.933545], [-3.189628, -3.052978, 2.065815], [-4.646882, -2.297487, 1.931251], [-3.305241, -1.110642, -1.133850], [-2.334344, -0.934920, 1.186507], [-2.025337, -0.121670, 5.216498], [-1.221174, -0.395574, 4.028132], [-0.531428, -1.553408, 3.745913], [-0.007887, -1.393358, 2.498139], [-0.371864, -0.155604, 2.020162], [-1.097279, 0.415199, 2.962429], [-1.925258, -0.945723, 5.915216], [-3.072198, -0.016736, 4.940193], [-1.691874, 0.794875, 5.697415], [-0.466063, -2.372425, 4.444622], [0.605682, -2.067041, 1.917277], [-1.547327, 1.397885, 2.886614]], "atomic_forces_ev_per_a": [[0.64, -0.14, 1.88], [-0.02, -0.07, -0.01], [0.15, -0.23, -0.37], [-0.01, 0.20, 0.05], [-0.13, 0.17, 0.11], [0.21, -0.25, -0.14], [-0.17, 0.11, 0.02], [0.01, 0.01, -0.13], [-0.27, 0.11, 0.22], [0.42, -0.16, -0.20], [0.27, 0.28, -0.12], [-0.29, 0.09, 0.09], [0.18, -0.32, 0.16], [0.03, 0.18, -0.05], [-0.24, -0.25, -0.09], [-0.10, 0.24, -0.01], [0.08, 0.15, -0.11], [-0.55, -0.12, -0.03], [0.07, -0.02, 0.27], [-0.31, 0.70, 0.22], [0.00, -0.02, 0.00], [0.02, 0.00, 0.05], [0.00, 0.02, -0.05], [-0.03, 0.08, 0.10], [-0.01, -0.08, 0.06], [0.01, -0.05, -0.02], [0.08, 0.05, -0.03], [-0.06, 0.10, -0.02], [-0.10, -0.04, 0.16], [-0.02, 0.07, -0.02], [0.05, -0.01, -0.03], [0.06, -0.05, 0.07], [-0.03, 0.03, -0.03], [0.12, 0.00, 0.03], [-0.19, 0.00, -0.05], [0.14, 0.16, 0.10], [0.03, 0.12, 0.04], [-0.17, 0.19, -0.09], [0.36, -0.27, -0.01], [-0.15, 0.08, 0.11], [-0.46, -0.56, -1.08], [-0.35, 0.02, -0.01], [0.78, -0.98, 0.00], [0.07, -0.28, -0.06], [0.02, -0.05, -0.02], [-0.03, -0.01, 0.02], [-0.02, 0.00, -0.03], [-0.08, -0.05, 0.02], [0.02, -0.02, -0.06], [-0.03, -0.02, 0.00], [0.03, -0.01, -0.01], [0.02, -0.04, 0.00], [0.03, 0.07, 0.02], [0.44, 0.01, 0.02], [-0.39, -0.14, 0.10], [0.07, -0.05, -0.02], [-0.17, 0.04, 0.00], [0.16, 0.02, -0.01], [0.19, 0.31, 0.01], [0.00, 0.08, -0.09], [0.02, -0.07, 0.07], [-0.06, 0.07, 0.00], [0.03, 0.03, -0.17], [-0.45, 0.61, -0.83], [-0.04, 0.02, -0.03], [0.05, -0.04, -0.01], [-0.01, -0.06, -0.04], [0.07, -0.01, 0.00], [-0.03, 0.11, -0.03], [-0.03, 0.12, 0.09], [0.04, -0.17, 0.02]]}


No. 3
{"formula": "C27H31N3O9STi", "method": "ωB97M-V with the def2-TZVPD basis set", "lumo_energy_ev": [3.768, 3.768], "gap_ha": [0.1147, 0.1139], "relative_energy_kcal_mol": 0.00, "e_tot_ha": -3136.6311, "total_charge": -2, "species": ["Ti", "N", "C", "O", "C", "C", "H", "H", "H", "H", "H", "H", "O", "C", "O", "C", "C", "C", "C", "C", "N", "H", "H", "H", "H", "C", "O", "H", "H", "H", "H", "O", "N", "O", "O", "C", "O", "C", "C", "C", "C", "S", "C", "C", "H", "H", "H", "H", "H", "C", "C", "C", "C", "C", "C", "C", "O", "C", "C", "C", "H", "H", "H", "H", "H", "H", "H", "H", "H", "H", "H", "H"], "coordinates": [[0.440595, -0.885708, -0.488454], [0.152581, -0.484718, -4.513926], [-0.385968, -0.432546, -3.198982], [0.542880, -0.170514, -2.301595], [-1.267475, -1.647593, -2.830055], [-0.687272, -2.312763, -1.572107], [0.765370, 0.304828, -4.683949], [-0.585726, -0.503832, -5.206755], [-1.285107, -2.297839, -3.714262], [-2.292382, -1.316395, -2.649384], [0.062758, -3.061150, -1.847845], [-1.468746, -2.786729, -0.977041], [-0.119399, 2.424083, 0.884430], [-0.815790, 1.407413, 1.002498], [-0.918684, 0.482425, 0.136076], [-1.569560, 1.233129, 2.300318], [-2.712913, 1.986565, 2.560037], [-3.375558, 1.761976, 3.753205], [-2.877228, 0.819496, 4.640762], [-1.708122, 0.147289, 4.299550], [-1.065676, 0.355133, 3.155517], [-3.062403, 2.708423, 1.834268], [-4.281703, 2.312174, 3.984980], [-3.376696, 0.599081, 5.575060], [-1.280435, -0.601499, 4.957087], [2.763556, 0.712350, 0.997888], [1.961527, 0.929283, -0.164295], [2.155763, 0.356806, 1.835300], [3.277086, 1.635131, 1.283347], [3.490429, -0.056628, 0.750832], [1.297976, 1.621593, 0.063831], [3.837651, -2.899152, -1.055336], [2.662094, -2.702024, -1.296293], [2.115599, -1.784864, -0.527452], [0.570083, 6.944245, -5.712712], [1.280217, 5.905149, -5.187149], [2.485806, 5.960150, -5.173150], [0.480061, 4.748074, -4.660288], [1.145764, 3.742662, -3.968212], [0.466016, 2.637924, -3.479911], [-0.911666, 2.480984, -3.713995], [-1.811168, 1.093563, -3.192491], [-1.578935, 3.517400, -4.392733], [-0.896407, 4.628589, -4.848167], [-0.373656, 6.790041, -5.604339], [2.208911, 3.845715, -3.797499], [0.983401, 1.899358, -2.879645], [-2.644115, 3.430220, -4.566072], [-1.473790, 5.388949, -5.367164], [-2.940464, -4.916222, 6.180420], [-2.068238, -4.318221, 5.109980], [-0.683308, -4.502222, 5.075766], [0.131470, -3.970182, 4.100177], [1.606793, -4.203588, 4.158814], [-0.405488, -3.166497, 3.008209], [0.460059, -2.654990, 2.063748], [0.078175, -1.746901, 1.107914], [-1.852079, -2.980033, 3.050542], [-2.604336, -2.257400, 1.960107], [-2.593923, -3.544262, 4.068085], [-2.329953, -5.446496, 6.917893], [-3.668577, -5.641570, 5.790487], [-3.524207, -4.165572, 6.730795], [-0.211774, -5.089196, 5.866091], [1.867993, -4.775479, 5.054048], [2.168495, -3.259092, 4.172791], [1.974962, -4.750820, 3.279618], [1.518443, -2.869713, 2.084729], [-2.084718, -1.381578, 1.586396], [-3.592029, -1.961094, 2.329774], [-2.758850, -2.902376, 1.083148], [-3.672194, -3.375312, 4.041709]], "atomic_forces_ev_per_a": [[-1.22, -1.05, 1.95], [-0.12, -0.05, -0.21], [0.25, -0.24, 0.27], [-0.20, 0.44, -0.64], [0.10, 0.12, -0.10], [-0.21, 0.32, -0.39], [-0.02, -0.04, 0.03], [0.07, 0.04, 0.00], [-0.08, -0.06, 0.09], [0.00, -0.06, 0.03], [0.02, 0.00, 0.10], [0.06, -0.03, 0.06], [0.09, -0.05, -0.02], [0.28, 0.23, 0.02], [-0.07, 0.20, -0.07], [-0.35, 0.19, -0.08], [0.09, -0.18, 0.02], [-0.13, 0.05, 0.03], [0.15, -0.07, -0.05], [-0.16, 0.10, 0.01], [0.18, -0.07, 0.01], [-0.01, 0.01, 0.00], [0.02, -0.02, 0.01], [-0.02, 0.01, 0.00], [0.01, -0.02, -0.01], [0.01, 0.00, 0.07], [-0.42, -0.01, 0.19], [0.00, 0.01, 0.01], [-0.01, -0.01, -0.01], [-0.01, 0.00, -0.02], [0.09, 0.03, -0.07], [-1.07, 0.24, -0.17], [0.76, 0.14, 0.39], [1.47, -0.80, -0.43], [0.26, 0.12, -0.05], [-0.01, -0.54, 0.31], [-0.49, 0.13, -0.09], [0.32, 0.62, -0.34], [-0.09, -0.24, 0.12], [0.07, 0.14, 0.03], [0.05, 0.24, -0.08], [-0.08, -0.05, 0.02], [0.11, 0.03, -0.03], [-0.17, -0.13, 0.11], [0.02, -0.10, 0.06], [0.01, 0.01, 0.00], [0.00, -0.04, -0.08], [0.00, -0.03, -0.01], [-0.01, -0.04, -0.04], [-0.01, -0.02, 0.04], [0.00, 0.08, -0.09], [0.01, -0.03, 0.07], [-0.15, 0.16, -0.24], [0.15, -0.07, 0.02], [-0.41, -0.26, 0.58], [-0.35, 0.66, -0.74], [0.92, 0.05, -0.44], [0.26, 0.01, -0.07], [-0.02, -0.08, -0.06], [-0.07, 0.01, 0.07], [0.00, 0.01, -0.01], [0.04, 0.01, -0.02], [0.03, 0.01, -0.02], [-0.01, 0.01, -0.02], [0.02, 0.00, -0.03], [-0.04, -0.01, 0.02], [-0.03, 0.01, 0.02], [0.07, -0.01, -0.10], [-0.01, 0.03, 0.06], [0.00, -0.02, -0.04], [0.04, -0.02, 0.03], [0.02, -0.01, 0.01]]}